Record 1
# C14H24BrF9NO9S3Ti

C14H24BrF9NO9S3Ti as an isolated structure (wB97M-V/def2-TZVPD, the Open Molecules 2025 dataset).

Positions of all 62 atoms, in Å:
Ti -1.88910 0.34742 2.19264
Br -1.02704 -1.82389 3.44517
C 2.89472 0.18896 -4.77962
C 2.71807 -0.97783 -3.81908
C 2.20148 -0.63673 -2.42301
C 2.35654 -1.84009 -1.53660
N 1.64773 -1.73600 -0.20714
C 2.36053 -0.72144 0.70223
C 3.32394 -1.55808 1.57390
C 3.17875 -2.99532 1.08004
C 1.77370 -3.00544 0.55369
C 0.21589 -1.31057 -0.34478
C -0.61393 -2.19465 -1.23493
C -1.96805 -1.60288 -1.55502
H 3.14245 -0.21907 -5.76490
H 3.67997 0.88482 -4.48543
H 1.96976 0.75371 -4.93810
H 3.71421 -1.43293 -3.69250
H 2.15487 -1.77285 -4.31337
H 1.13591 -0.40530 -2.52837
H 2.65574 0.27636 -2.04323
H 3.40391 -2.04170 -1.28179
H 2.02679 -2.79180 -1.96224
H 1.57987 -0.25225 1.29995
H 2.74664 0.01578 0.00889
H 3.05557 -1.44287 2.62038
H 4.28137 -1.04892 1.41333
H 3.25682 -3.71317 1.89186
H 3.86744 -3.23048 0.26497
H 1.00023 -2.97587 1.32430
H 1.54158 -3.86769 -0.08211
H 0.15115 -0.26545 -0.62048
H -0.08269 -1.38784 0.70708
H -0.64164 -3.23447 -0.90038
H -0.08275 -2.28592 -2.19234
H -1.83791 -0.72822 -2.19320
H -2.52566 -1.30844 -0.66423
H -2.56486 -2.30526 -2.13635
C -5.67496 1.99843 0.31996
F -5.14322 3.03133 0.98637
F -7.00151 2.15496 0.29603
F -5.21543 2.05749 -0.93574
S -5.24354 0.39672 1.10726
O -5.75613 0.49849 2.43921
O -5.87977 -0.53830 0.23324
O -3.77512 0.37227 1.02136
C -1.10140 2.34746 -1.47980
F -2.30793 1.94801 -1.07260
F -0.64628 1.42554 -2.36999
F -1.21854 3.50926 -2.13350
S 0.07972 2.47789 -0.05177
O -0.50815 1.55500 0.92059
O 1.34188 2.01473 -0.57452
O 0.00451 3.85736 0.31296
C -0.63423 4.02005 4.60686
F -1.64274 4.82941 4.97555
F -0.33186 4.28318 3.32686
F 0.43879 4.32313 5.35718
S -1.07755 2.25543 4.82611
O 0.17211 1.55526 4.63021
O -1.63827 2.21744 6.14837
O -2.04240 2.05585 3.73060

For the total energy, the calculation gives -6796.79043 Ha. The calculation puts the largest force on an atom at 1.589 eV/A. For the energy relative to the best compared isomer or geometry (same formula, charge and spin), the calculation gives 0.0 kcal/mol. For the HOMO energy (alpha / beta), the calculation gives 1.7 / -5.0 eV. As for the total charge: -2. As for the expectation value of S²: 3.7525. The spin multiplicity is 4. For the gap between HOMO and LUMO (alpha / beta), the calculation gives 2.71 / 9.36 eV.

Record 2
# C14H24ClN5PdSe

C14H24ClN5PdSe as an isolated structure (wB97M-V/def2-TZVPD, the Open Molecules 2025 dataset).

Positions of all 46 atoms, in Å:
Pd -0.19620 -0.30390 0.00910
C 5.10170 1.97110 0.00000
N 4.17470 0.85490 -0.00010
C 4.71550 -0.49490 -0.00040
C 2.83780 1.02950 -0.00090
N 2.00590 0.02800 -0.00350
N 2.38000 2.32870 0.00060
C 1.08230 2.79040 -0.00080
N 0.96830 4.13110 -0.00100
N 0.05740 2.00620 -0.00220
H 6.11920 1.59170 -0.00020
H 4.99000 2.58610 0.89580
H 4.98980 2.58640 -0.89560
H 5.80070 -0.45240 0.00060
H 4.40780 -1.04340 -0.89470
H 4.40630 -1.04410 0.89310
H 2.48160 -0.86990 -0.00480
H 3.09260 3.04360 0.00240
H 1.76040 4.75160 0.00100
H 0.05930 4.56150 0.00000
H -0.82980 2.50340 -0.00470
Cl -2.49960 -1.46940 -0.00900
C -2.44370 0.26350 -0.00180
H -2.86210 0.66600 0.91830
H -2.85140 0.67060 -0.92490
C 0.00810 -8.83430 0.02460
C -0.01950 -7.35820 0.01580
C -0.19970 -6.62520 1.19860
C -0.11880 -5.25220 1.21940
C -0.32550 -4.47100 2.47320
C 0.14910 -4.57360 0.00260
Se 0.58290 -2.75400 0.06070
C 0.22980 -5.28150 -1.22090
C 0.39810 -4.57940 -2.52590
C 0.14580 -6.65610 -1.18640
H -0.11950 -9.24130 1.02290
H 0.95350 -9.19420 -0.38720
H -0.76820 -9.23550 -0.62930
H -0.38940 -7.15620 2.11910
H -0.48420 -5.12300 3.32620
H -1.20110 -3.82730 2.36970
H 0.53830 -3.83650 2.68140
H 0.34930 -3.49550 -2.41060
H -0.38390 -4.88580 -3.21810
H 1.35170 -4.83880 -2.98210
H 0.22800 -7.20850 -2.11110

For the total energy, the calculation gives -3810.49576 Ha. The calculation puts the largest force on an atom at 1.741 eV/A. For the energy relative to the best compared isomer or geometry (same formula, charge and spin), the calculation gives 27.4 kcal/mol. For the HOMO energy (alpha / beta), the calculation gives -13.8 / -14.8 eV. As for the total charge: +2. As for the expectation value of S²: 6.0302. The spin multiplicity is 5. For the gap between HOMO and LUMO (alpha / beta), the calculation gives 8.59 / 5.37 eV.

Record 3
# C14H24F2LiN3O10S2

C14H24F2LiN3O10S2 as an isolated structure (wB97M-V/def2-TZVPD, the Open Molecules 2025 dataset).

Positions of all 56 atoms, in Å:
Li -0.98829 0.15566 2.01762
C -4.86739 1.87557 -3.62335
C -6.11539 1.80424 -4.33824
C -6.98447 0.46891 -4.22490
O -8.01496 0.35082 -4.88340
C -6.53981 -0.60900 -3.34487
C -5.33788 -0.43211 -2.62085
C -4.40312 0.79356 -2.88724
O -3.25907 0.89931 -2.29283
O -5.04906 -1.42450 -1.85752
O -6.64602 2.72495 -5.01418
H -4.36107 2.82607 -3.54213
H -7.16873 -1.45493 -3.10980
N 0.09710 -3.34603 3.95840
S 1.62469 -4.08548 3.56120
O 1.74093 -5.44980 3.92163
O 2.82075 -3.25272 3.43519
F 1.21108 -4.24153 2.02240
S 0.30860 -3.38801 5.47403
O 1.16173 -2.37834 6.08005
O 0.19779 -4.60924 6.21291
F -1.15708 -2.81400 5.75137
C 6.74750 -0.96262 -3.42365
C 5.24053 -1.12306 -3.81651
C 4.79598 -2.50009 -4.16554
O 5.34381 -3.00665 -5.45839
C 4.93352 -4.34063 -5.69509
N 4.47808 -0.64574 -2.68140
H 6.99647 -1.74209 -2.70355
H 7.02734 -0.02266 -2.94798
H 7.44826 -1.10883 -4.24563
H 4.91328 -0.55706 -4.68866
H 3.70756 -2.48275 -4.22170
H 5.05024 -3.24087 -3.40745
H 5.40349 -4.76825 -6.58074
H 3.84899 -4.44863 -5.68046
H 5.33291 -4.99927 -4.92387
H 3.52009 -0.83875 -2.93658
H 4.81071 -1.19904 -1.90467
C -0.02941 4.99227 4.78569
C -0.76872 3.69849 4.43956
C -2.17628 3.89735 3.89534
O -2.80422 2.63882 3.76101
C -4.21589 2.71758 3.57621
N 0.10209 2.96438 3.53143
H -0.57157 5.51958 5.57062
H -0.01687 5.65353 3.91927
H 0.96528 4.84715 5.20715
H -0.83901 3.14809 5.37775
H -2.16937 4.32454 2.89256
H -2.82812 4.50510 4.52290
H -4.60961 1.71945 3.76810
H -4.46812 3.19845 2.63109
H -4.67455 3.31150 4.36678
H 1.05427 2.94668 3.86779
H 0.18104 3.49053 2.67292

For the total energy, the calculation gives -2468.03124 Ha. The calculation puts the largest force on an atom at 6.830 eV/A. For the energy relative to the best compared isomer or geometry (same formula, charge and spin), the calculation gives 146.4 kcal/mol. For the HOMO energy, the calculation gives -0.2 eV. As for the total charge: -2. For the gap between HOMO and LUMO, the calculation gives 2.08 eV.